No. 1
Entry from OMol25: a 15-piece molecular cluster, C90H75N15O30 overall (ωB97M-V/def2-TZVPD).

Structure (XYZ):
```
210
Properties=species:S:1:pos:R:3
C -4.042 6.839 3.980
C -3.752 5.898 4.985
C -2.513 5.258 5.026
C -1.531 5.586 4.102
C -1.818 6.589 3.152
C -3.043 7.158 3.063
N -0.157 5.016 4.198
O -0.021 4.004 4.898
O 0.752 5.651 3.673
H -5.064 7.235 4.004
H -4.593 5.575 5.666
H -2.379 4.561 5.848
H -1.052 6.810 2.404
H -3.187 7.933 2.301
C 1.111 -5.799 -4.378
C 2.226 -6.525 -4.680
C 3.466 -6.199 -4.159
C 3.583 -5.202 -3.247
C 2.484 -4.360 -2.973
C 1.306 -4.627 -3.598
N 4.864 -5.043 -2.628
O 4.885 -4.697 -1.476
O 5.860 -5.231 -3.313
H 0.137 -6.108 -4.797
H 2.091 -7.419 -5.354
H 4.382 -6.680 -4.427
H 2.619 -3.558 -2.242
H 0.422 -4.002 -3.435
C -8.577 -0.200 2.930
C -8.086 -1.334 2.421
C -6.694 -1.568 2.219
C -5.887 -0.556 2.648
C -6.312 0.678 3.142
C -7.685 0.819 3.339
N -4.484 -0.747 2.524
O -3.712 0.053 3.046
O -4.096 -1.736 1.908
H -9.694 -0.060 3.127
H -8.730 -2.153 2.040
H -6.241 -2.387 1.676
H -5.596 1.439 3.377
H -7.979 1.736 3.852
C -3.806 0.850 -2.019
C -4.511 0.358 -0.921
C -5.696 1.003 -0.516
C -6.086 2.146 -1.215
C -5.372 2.659 -2.307
C -4.207 2.025 -2.642
N -7.404 2.739 -0.887
O -7.944 2.575 0.230
O -7.886 3.506 -1.702
H -2.880 0.383 -2.299
H -4.083 -0.467 -0.359
H -6.255 0.506 0.306
H -5.827 3.449 -2.842
H -3.615 2.374 -3.460
C -4.105 4.583 0.799
C -5.387 5.053 0.575
C -6.470 4.912 1.456
C -6.176 4.288 2.656
C -4.959 3.699 2.875
C -3.893 3.843 1.994
N -7.232 4.158 3.695
O -8.339 4.529 3.416
O -6.915 3.685 4.759
H -3.300 4.697 0.080
H -5.583 5.486 -0.395
H -7.435 5.321 1.165
H -4.740 3.203 3.800
H -2.930 3.491 2.310
C 3.735 4.715 2.170
C 5.005 4.626 1.506
C 5.179 3.882 0.391
C 4.104 3.235 -0.158
C 2.815 3.379 0.391
C 2.679 4.030 1.582
N 4.418 2.397 -1.318
O 3.453 2.008 -1.898
O 5.556 2.117 -1.565
H 3.552 5.384 2.979
H 5.791 5.246 1.927
H 6.129 3.773 -0.052
H 1.944 2.954 -0.080
H 1.742 4.205 2.095
C 1.736 0.900 5.499
C 1.370 0.015 4.496
C 2.281 -0.925 4.034
C 3.609 -0.908 4.533
C 4.015 -0.058 5.551
C 3.048 0.856 5.991
N 4.550 -1.928 4.025
O 4.128 -2.794 3.291
O 5.725 -1.815 4.396
H 1.070 1.600 5.973
H 0.347 -0.001 4.131
H 2.036 -1.598 3.243
H 5.023 -0.104 5.956
H 3.300 1.547 6.728
C 2.232 1.457 -8.118
C 2.350 1.236 -6.807
C 1.249 1.419 -5.967
C 0.065 1.989 -6.404
C -0.134 2.120 -7.820
C 0.939 1.875 -8.583
N -0.967 2.298 -5.353
O -0.589 2.280 -4.196
O -2.109 2.555 -5.682
H 2.958 1.221 -8.890
H 3.271 0.796 -6.408
H 1.303 1.206 -4.929
H -1.067 2.397 -8.236
H 0.852 1.902 -9.689
C 2.304 -6.180 0.919
C 3.487 -6.874 0.663
C 3.564 -7.702 -0.445
C 2.442 -7.820 -1.263
C 1.218 -7.207 -0.971
C 1.176 -6.390 0.157
N 2.478 -8.709 -2.414
O 1.430 -8.870 -3.016
O 3.526 -9.137 -2.781
H 2.245 -5.484 1.804
H 4.391 -6.740 1.213
H 4.414 -8.302 -0.668
H 0.380 -7.379 -1.645
H 0.223 -5.903 0.473
C 5.323 -1.764 -4.575
C 4.635 -2.437 -5.595
C 3.221 -2.541 -5.682
C 2.523 -1.756 -4.726
C 3.180 -0.945 -3.771
C 4.555 -1.008 -3.699
N 1.058 -1.636 -4.936
O 0.379 -1.226 -4.041
O 0.613 -2.044 -5.982
H 6.365 -1.812 -4.480
H 5.232 -3.088 -6.255
H 2.683 -3.164 -6.355
H 2.522 -0.466 -3.058
H 4.969 -0.476 -2.796
C -1.403 -2.844 4.587
C -0.095 -3.262 4.806
C 0.366 -3.162 6.106
C -0.493 -2.667 7.098
C -1.739 -2.148 6.840
C -2.163 -2.172 5.540
N 0.039 -2.765 8.529
O -0.668 -2.503 9.467
O 1.238 -3.078 8.621
H -1.800 -3.035 3.568
H 0.535 -3.672 3.994
H 1.343 -3.360 6.439
H -2.409 -1.773 7.657
H -3.158 -1.846 5.279
C 3.995 -1.480 0.273
C 5.302 -1.927 0.278
C 6.302 -1.114 0.861
C 5.862 0.090 1.420
C 4.522 0.544 1.439
C 3.590 -0.241 0.765
N 6.816 0.974 2.106
O 7.902 1.058 1.589
O 6.456 1.672 3.018
H 3.239 -2.165 -0.084
H 5.653 -2.941 0.050
H 7.340 -1.382 0.868
H 4.342 1.520 1.840
H 2.535 0.106 0.707
C -2.885 -3.367 -0.882
C -2.492 -2.984 -2.175
C -2.395 -3.901 -3.230
C -2.697 -5.244 -2.901
C -3.147 -5.674 -1.683
C -3.176 -4.694 -0.669
N -2.592 -6.220 -3.988
O -2.331 -5.739 -5.138
O -2.707 -7.427 -3.789
H -3.018 -2.697 -0.015
H -2.377 -1.937 -2.486
H -1.988 -3.541 -4.149
H -3.379 -6.742 -1.554
H -3.635 -4.947 0.306
C 3.897 5.386 -3.389
C 3.747 6.409 -2.450
C 2.541 6.490 -1.720
C 1.656 5.439 -1.956
C 1.728 4.477 -2.939
C 2.917 4.468 -3.685
N 0.411 5.438 -1.084
O -0.345 4.471 -1.216
O 0.145 6.366 -0.355
H 4.871 5.417 -3.833
H 4.481 7.194 -2.445
H 2.410 7.329 -1.006
H 1.004 3.683 -2.937
H 3.181 3.732 -4.471
C -0.954 1.857 0.214
C -0.201 1.294 -0.856
C 0.125 -0.042 -0.776
C -0.257 -0.774 0.347
C -0.983 -0.276 1.387
C -1.330 1.069 1.287
N 0.120 -2.189 0.368
O 0.640 -2.765 -0.591
O -0.006 -2.747 1.472
H -1.272 2.940 0.168
H 0.008 1.875 -1.757
H 0.494 -0.571 -1.620
H -1.192 -0.907 2.249
H -1.925 1.492 2.083
```

Computed properties:
DFT total energy ... -178280.9378 eV
Multiplicity ... 1

=====

No. 2
Entry from OMol25: one molecule with the formula C6H8N2O (ωB97M-V/def2-TZVPD).

Structure (XYZ):
```
17
Properties=species:S:1:pos:R:3
C 1.518 -1.167 0.492
C 0.314 -1.078 -0.382
N 0.191 -0.020 -1.396
N 0.962 1.146 -1.164
C 0.577 1.800 -0.137
C -0.546 1.221 0.655
C -0.724 -0.046 -0.201
C -2.092 -0.402 -0.526
O -3.074 0.052 -0.020
H 1.938 -0.220 0.809
H 2.310 -1.782 0.059
H 1.322 -1.740 1.416
H -0.114 -2.027 -0.715
H 1.153 2.674 0.091
H -1.442 1.819 0.689
H -0.171 0.958 1.654
H -2.123 -1.189 -1.324
```

Computed properties:
DFT total energy ... -11376.7721 eV
Multiplicity ... 1

=====

No. 3
Entry from OMol25: one molecule with the formula C27H33N7O4 (ωB97M-V/def2-TZVPD).

Structure (XYZ):
```
71
Properties=species:S:1:pos:R:3
C -1.716 8.397 -2.144
N -0.996 7.376 -1.425
C -1.205 6.048 -1.667
O -2.011 5.654 -2.480
N -0.408 5.239 -0.885
C -0.344 3.846 -0.856
C -1.115 3.031 -1.681
C -0.993 1.660 -1.598
C -0.110 1.065 -0.699
C 0.008 -0.391 -0.622
N -0.660 -1.099 -1.535
C -0.626 -2.430 -1.535
N -1.322 -3.059 -2.508
C -1.797 -4.418 -2.404
C -3.337 -4.402 -2.314
C -3.798 -3.469 -1.177
C -3.933 -2.111 -1.888
C -3.534 -2.451 -3.336
C -2.018 -2.294 -3.522
O -3.864 -3.821 -3.489
C 0.173 -3.088 -0.563
C 0.622 -4.370 -0.171
N 1.437 -4.289 0.852
N 1.565 -2.994 1.176
C 2.412 -2.607 2.281
C 3.426 -1.548 1.827
C 3.915 -0.726 3.011
C 2.774 0.118 3.607
C 1.419 -0.584 3.424
C 1.580 -2.098 3.471
O 2.698 1.398 2.987
C 3.113 2.373 3.913
C 2.833 1.702 5.259
O 3.071 0.344 4.979
C 0.832 -2.220 0.349
N 0.756 -0.891 0.351
C 0.659 1.885 0.128
C 0.542 3.255 0.047
H -2.285 9.028 -1.457
H -1.034 9.022 -2.724
H -2.402 7.889 -2.819
H -0.306 7.676 -0.756
H 0.219 5.695 -0.238
H -1.802 3.482 -2.377
H -1.591 1.028 -2.235
H -1.385 -4.900 -1.523
H -1.501 -4.977 -3.300
H -3.723 -5.420 -2.238
H -3.074 -3.444 -0.365
H -4.755 -3.803 -0.780
H -3.273 -1.354 -1.471
H -4.957 -1.746 -1.851
H -4.079 -1.887 -4.094
H -1.711 -1.253 -3.435
H -1.739 -2.687 -4.506
H 0.417 -5.335 -0.593
H 2.923 -3.532 2.569
H 4.269 -2.030 1.330
H 2.943 -0.879 1.114
H 4.713 -0.052 2.698
H 4.301 -1.372 3.800
H 1.009 -0.285 2.459
H 0.744 -0.249 4.213
H 2.075 -2.374 4.403
H 0.600 -2.577 3.456
H 4.186 2.585 3.797
H 2.535 3.282 3.744
H 1.789 1.861 5.564
H 3.504 2.012 6.059
H 1.349 1.445 0.831
H 1.147 3.880 0.690
```

Computed properties:
DFT total energy ... -47156.8792 eV
Multiplicity ... 1

=====

For each record above, in turn, the calculated E_LUMO values are -1.408, 0.798, 0.549 eV.
For each record above, in turn, the calculated HOMO energy values are -9.580, -9.508, -7.739 eV.